[1]
Entry from the Open Molecules 2025 dataset: a molecular structure, C49H40N4P2SSiW (ωB97M-V with the def2-TZVPD basis set).

The geometry in XYZ format:
```
98
Properties=species:S:1:pos:R:3
W -0.4323 0.2947 0.3569
C 1.2540 -2.0442 -2.4573
Si 0.9145 -0.3041 -1.6958
C 0.0853 0.5410 -3.2024
C 0.4646 0.2615 -4.5082
C -0.3534 0.5714 -5.5811
C -1.5871 1.1619 -5.3635
C -1.9607 1.5185 -4.0791
C -1.1203 1.2279 -3.0101
P -1.4682 1.8234 -1.3222
C -0.5620 3.4146 -1.3085
C -1.1251 4.6072 -0.8539
C -0.3641 5.7650 -0.8371
C 0.9544 5.7476 -1.2651
C 1.5252 4.5582 -1.6915
C 0.7760 3.3960 -1.7054
C -3.2341 2.2324 -1.2407
C -4.0636 1.4250 -0.4660
C -5.4231 1.6754 -0.4188
C -5.9590 2.7299 -1.1416
C -5.1372 3.5348 -1.9166
C -3.7766 3.2900 -1.9751
C 2.7340 0.1255 -1.2467
C 3.7052 0.3957 -2.1982
C 5.0439 0.4700 -1.8501
C 5.4395 0.2142 -0.5435
C 4.4927 -0.0403 0.4346
C 3.1425 -0.0618 0.0840
P 1.8270 0.1711 1.3173
C 0.9497 -1.0613 2.3957
C 0.8432 -2.5384 2.2183
C -0.3263 -3.1540 2.9107
C -1.2798 -2.4599 3.5148
C -1.2116 -0.9741 3.6298
C 0.1313 -0.4392 3.2797
C 2.6273 1.2212 2.5657
C 2.8129 2.5755 2.3014
C 3.4591 3.3663 3.2349
C 3.9025 2.8157 4.4286
C 3.7277 1.4647 4.6839
C 3.1064 0.6589 3.7485
H 1.7416 -1.9153 -3.4202
H 0.3491 -2.6226 -2.6245
H 1.9302 -2.6328 -1.8451
H 1.4109 -0.2210 -4.6920
H -0.0395 0.3242 -6.5833
H -2.2548 1.3479 -6.1908
H -2.9159 1.9940 -3.9135
H -2.1471 4.6382 -0.5026
H -0.8061 6.6863 -0.4929
H 1.5380 6.6550 -1.2578
H 2.5564 4.5359 -2.0085
H 1.2231 2.4763 -2.0585
H -3.6403 0.5947 0.0901
H -6.0657 1.0450 0.1747
H -7.0181 2.9280 -1.1006
H -5.5593 4.3533 -2.4789
H -3.1386 3.9167 -2.5838
H 3.4022 0.5758 -3.2186
H 5.7788 0.7357 -2.5951
H 6.4866 0.2489 -0.2796
H 4.7989 -0.2072 1.4596
H 1.7759 -3.0219 2.5306
H -0.3706 -4.2316 2.8598
H -2.0999 -2.9709 3.9904
H -1.5837 -0.6383 4.5999
H 0.3224 0.5897 3.5727
H 2.4510 2.9947 1.3680
H 3.6223 4.4124 3.0324
H 4.3927 3.4380 5.1590
H 4.0790 1.0362 5.6095
H 2.9871 -0.4006 3.9331
C -3.8636 -3.9890 -0.1761
C -2.9707 -3.2867 -0.9770
C -2.3433 -2.1564 -0.4896
C -2.5819 -1.7348 0.8286
C -3.5431 -2.3960 1.5958
C -4.1702 -3.5190 1.0914
N -1.8768 -0.6311 1.2935
N -2.1202 -0.2638 2.6045
C -2.0224 1.1270 2.7613
C -2.6409 1.7887 3.8157
C -2.4942 3.1615 3.9061
C -1.7000 3.8208 2.9738
C -1.0875 3.0814 1.9815
N -1.2648 1.7660 1.8535
H -4.3458 -4.8785 -0.5511
H -2.7786 -3.6182 -1.9860
H -1.6823 -1.5686 -1.1323
H -3.8105 -2.0074 2.5675
H -4.9079 -4.0262 1.6926
H -3.2184 1.2440 4.5440
H -2.9846 3.6983 4.7003
H -1.5649 4.8882 3.0134
H -0.4050 3.5393 1.2758
S 0.6645 -2.9166 0.4051
C 0.8155 -4.5903 0.5649
N 0.9533 -5.7147 0.7202
```

As for the energy: -3547.15669 Eh. The HOMO energy (spin up / spin down) is -13.27 / -13.22 eV. As for the net charge: +2.

---

[2]
Entry from the Open Molecules 2025 dataset: a gas-phase ion, C3H3O3S (charge -1) (ωB97M-V with the def2-TZVPD basis set).

The geometry in XYZ format:
```
10
Properties=species:S:1:pos:R:3
O -0.1617 1.0399 -1.5361
C 0.1329 0.5267 -0.5501
C -0.6030 0.0297 0.5330
O -1.8952 0.5484 0.7188
C 1.3843 -0.5286 -0.5998
O 0.9093 -1.3615 -1.4068
S 2.4350 -0.9761 0.5944
H -0.6238 -1.0674 0.4600
H 0.1962 0.2471 1.3320
H -1.7741 1.5418 0.4544
```

As for the energy: -740.01249 Eh. The HOMO energy is -3.51 eV. As for the SMILES: O=C(CO)C([O-])=S. As for the net charge: -1. As for the relative energy (zero: lowest compared OMol25 entry of this formula, charge and spin): 164.7 kJ/mol.

---

[3]
Entry from the Open Molecules 2025 dataset: a molecular structure, C4H16FN8O4Y (ωB97M-V with the def2-TZVPD basis set).

The geometry in XYZ format:
```
34
Properties=species:S:1:pos:R:3
Y -0.1262 1.7641 1.8826
F -0.2404 0.4748 -0.0401
C -3.3165 1.7929 0.4361
O -2.2895 1.9286 1.0576
N -4.3857 2.1200 1.0837
N -3.4773 1.3360 -0.7682
H -5.2215 1.7230 0.6789
H -4.3587 2.5223 2.0097
H -2.7840 0.9655 -1.4023
H -4.3927 1.5204 -1.1531
C -0.3296 0.7122 -3.7046
O -0.2987 1.1692 -4.8456
N -0.7764 1.3406 -2.6750
N -0.1499 -0.5301 -3.3567
H -1.1126 2.2905 -2.7436
H -0.7108 0.9782 -1.7345
H 0.0153 -1.2545 -4.0407
H -0.1901 -0.8379 -2.3956
C 2.2744 -0.4444 2.8512
O 1.1941 0.0130 2.4942
N 3.3913 -0.2389 2.3127
N 2.4322 -1.2432 3.8330
H 3.5898 0.4326 1.5848
H 4.1107 -0.7907 2.7577
H 1.6682 -1.4539 4.4592
H 3.2389 -1.8285 3.9965
C 1.8083 -2.2449 -0.3160
O 2.6348 -3.1219 -0.2634
N 2.2191 -1.0750 -0.7628
N 0.5548 -2.3049 -0.0643
H 3.1706 -0.9596 -1.0812
H 1.6331 -0.3134 -0.4518
H 0.1387 -3.0282 0.5047
H 0.0864 -1.4136 -0.1429
```

As for the energy: -1038.77852 Eh. The HOMO energy is -13.89 eV. As for the net charge: +2. As for the relative energy (zero: lowest compared OMol25 entry of this formula, charge and spin): 146.8 kJ/mol.

---

no.,largest force on an atom (eV/Å)
1,3.178
2,6.689
3,8.650